Formula: C14H16
Source: OMol25
Level of theory: the ωB97M-V functional and the def2-TZVPD basis

Geometry as XYZ:
```
30
Properties=species:S:1:pos:R:3:forces:R:3
C -3.07901 -1.03698 -2.41689 -0.800 0.971 -0.194
C -3.22375 0.64865 -0.54310 2.268 -0.138 -0.512
C -3.14513 -0.11959 1.72440 0.120 -0.190 -0.464
C 4.13016 0.46077 -2.17105 1.014 1.200 0.085
C 2.59493 -0.36458 -0.42854 -0.149 0.506 0.443
C 2.04371 -0.37542 0.84942 -0.523 -0.255 -0.623
C 3.58185 0.55941 -0.78119 -0.621 -1.902 0.631
C -3.66762 -1.65510 -0.05849 -0.458 0.613 -0.731
C 4.06088 1.35296 0.26108 0.713 0.251 -1.330
C -3.41526 -0.64965 -1.00202 0.298 -0.422 0.407
C 2.54720 0.40871 1.86786 0.252 -0.110 -0.286
C -3.62458 -1.35333 1.28349 -0.014 -0.074 0.727
C 3.62117 1.24213 1.55932 -0.573 0.194 0.474
C -2.85314 0.85909 0.77967 -1.257 0.017 0.783
H -2.44484 1.79634 1.13459 -0.079 0.150 -0.258
H -3.96740 -2.62213 -0.44102 0.171 -0.211 0.263
H -2.97829 0.06259 2.77603 -0.004 -0.018 0.052
H -3.26647 -0.20742 -3.10148 -0.029 0.068 0.001
H 3.43472 0.02958 -2.87044 -0.312 -0.110 -0.157
H 4.82497 2.05929 -0.04013 0.185 0.165 0.442
H 1.14496 -0.97876 0.92773 0.175 -0.126 0.622
H 5.08067 -0.07423 -2.25318 -0.182 -0.349 0.360
H 4.41827 1.45545 -2.50656 -0.235 0.233 -0.310
H 2.18271 -1.08187 -1.12361 0.081 0.132 -0.369
H -3.70738 -1.84833 -2.74639 0.057 -0.535 -0.178
H -2.02086 -1.26341 -2.52023 0.035 -0.303 0.138
H 2.12482 0.35432 2.86115 0.050 0.104 0.047
H -2.90014 1.38477 -1.27447 -0.404 0.153 -0.014
H 4.04882 1.86012 2.33637 0.096 0.070 -0.029
H -3.92775 -2.09084 2.01696 0.121 -0.084 -0.019
```
Positions in Å, forces in eV/Å.

Output
Highest occupied orbital energy, eV: -8.90
SMILES: Cc1ccccc1.Cc1ccccc1
Kohn-Sham gap, Eh: 0.358
Total charge: 0

Formula: C14H16
Source: OMol25
Level of theory: the ωB97M-V functional and the def2-TZVPD basis

Geometry as XYZ:
```
30
Properties=species:S:1:pos:R:3:forces:R:3
C -1.05749 -0.27833 -1.73454 0.486 -2.971 0.567
C -1.51140 1.36256 -3.90088 1.314 -1.396 -0.834
C 2.88585 -1.20164 1.69528 -0.577 -0.543 1.318
C -0.17163 0.72858 2.91020 -0.530 -0.125 -1.139
C -0.44977 -0.61126 -2.97490 -1.188 0.148 0.372
C 1.75788 -0.37070 1.68765 -0.070 -0.066 -0.166
C 1.02574 -1.29146 3.81280 -0.909 1.558 -1.476
C -2.05505 1.63629 -2.67727 -1.039 0.819 0.073
C 3.01032 -2.10007 2.77097 0.638 0.472 -0.817
C 2.07285 -2.16388 3.77964 -0.620 -0.740 -0.031
C -2.86085 2.87303 -2.51501 -0.937 1.740 1.800
C 0.88235 -0.33985 2.75678 0.338 -0.203 2.161
C -0.72856 0.19866 -4.03986 0.046 0.416 -0.893
C -1.96224 0.73183 -1.59264 0.310 0.932 -0.920
H -0.51737 0.97188 1.90495 -0.577 -0.181 -0.109
H -0.37509 -0.04954 -5.04445 -0.073 -0.070 0.328
H -0.89332 -1.07601 -0.96167 -0.434 1.091 -0.404
H 0.19623 -1.33176 4.51476 0.426 -0.143 0.257
H 2.02708 -3.01818 4.42772 0.497 -0.122 0.537
H -2.66891 0.86270 -0.76945 0.722 -0.040 0.113
H -2.88818 3.60589 -3.31582 -0.063 -0.595 -0.708
H -3.88901 2.67897 -2.16134 0.172 -0.165 -0.506
H -1.66496 1.87348 -4.85898 -0.236 0.527 0.890
H 3.66206 -1.19720 0.94914 -0.160 0.102 -0.370
H -0.10586 -1.62829 -3.16575 0.625 0.454 0.421
H 1.42246 0.21971 0.84722 0.688 0.322 -0.308
H -2.51952 3.55842 -1.69562 0.319 -0.891 -0.254
H 3.84279 -2.78716 2.82196 0.114 -0.026 -0.215
H -0.99411 0.38071 3.53434 -0.108 -0.004 -0.161
H 0.08473 1.72919 3.25938 0.827 -0.300 0.476
```
Positions in Å, forces in eV/Å.

Output
Highest occupied orbital energy, eV: -8.86
SMILES: Cc1ccccc1.Cc1ccccc1
Kohn-Sham gap, Eh: 0.360
Total charge: 0

Formula: C14H16ClNSr
Source: OMol25
Level of theory: the ωB97M-V functional and the def2-TZVPD basis

Geometry as XYZ:
```
33
Properties=species:S:1:pos:R:3:forces:R:3
Sr -0.66481 -0.28761 0.29256 -0.983 -0.435 -0.654
Cl 4.12072 -0.69543 0.15568 0.626 -0.802 0.053
N -1.80707 0.10617 -1.73821 0.581 -0.231 0.696
C 4.00412 1.90191 0.79745 -0.484 -0.174 -0.015
C -0.86103 -3.09905 -0.54571 -0.168 0.046 0.734
C 0.01319 -2.92295 0.57291 -0.416 0.128 -0.051
C 2.10696 3.33200 0.30231 -0.096 -0.260 -0.019
C 3.38418 3.16047 0.84456 0.341 0.244 0.113
C 2.06715 0.98134 -0.38562 -0.194 -1.199 -1.703
C -3.14787 0.58101 0.48041 0.534 -0.387 0.917
C -0.79788 -2.64158 1.72436 -0.192 -0.006 -0.471
C 1.50752 -0.05772 -1.16636 0.874 0.408 -0.327
C 3.35666 0.82909 0.22172 -0.615 1.587 0.825
C -2.95208 0.73095 -0.99379 -0.468 0.862 -1.475
C -2.16457 -2.64804 1.30427 0.470 -0.273 -0.412
C -2.20141 -2.94046 -0.09055 0.645 -0.209 0.655
C 1.43354 2.27156 -0.28501 0.327 0.307 0.145
H -2.83305 1.83511 -1.12939 -0.646 -0.085 -0.473
H 1.85718 -1.09105 -1.05856 0.167 0.574 -0.317
H -3.03187 -2.40327 1.92191 0.371 -0.096 -0.223
H 1.09663 -2.77238 0.50613 -0.353 -0.377 0.113
H -3.90183 -0.10747 0.87007 0.350 0.200 0.018
H 3.91134 3.99138 1.30691 -0.092 -0.056 -0.059
H -3.89885 0.34894 -1.43972 0.087 0.515 -0.106
H -0.56149 -3.24764 -1.58526 -0.057 0.054 0.396
H 1.63668 4.31562 0.34377 0.045 -0.182 0.016
H -2.69093 1.29807 1.18189 -0.594 0.170 -0.188
H -0.43724 -2.25417 2.68554 -0.088 -0.448 -0.247
H -1.86962 0.11544 -2.76667 -0.523 0.297 0.834
H -3.10147 -3.01519 -0.70373 0.370 0.189 0.197
H 0.43914 2.41982 -0.73256 0.479 -0.190 0.101
H 0.99333 0.21087 -2.10021 -0.366 -0.226 0.897
H 4.99474 1.75426 1.20891 0.068 0.053 0.029
```
Positions in Å, forces in eV/Å.

Output
Highest occupied orbital energy, eV: 1.35
Kohn-Sham gap, Eh: 0.133
Total charge: -2

Formula: C14H16F2O21Pb
Source: OMol25
Level of theory: the ωB97M-V functional and the def2-TZVPD basis

Geometry as XYZ:
```
54
Properties=species:S:1:pos:R:3:forces:R:3
Pb 0.41312 -0.00703 1.16159 1.107 -1.529 1.475
F 4.71372 -3.39732 1.13036 -0.128 0.255 1.590
F -0.84932 0.59986 -5.25003 0.067 -0.811 0.446
O -0.30822 0.35635 3.73633 -0.777 -0.173 -1.228
O -0.89755 -2.29853 2.65348 -0.674 -1.474 0.224
O 0.04206 2.24341 4.89258 -1.196 -1.365 0.797
O -3.69588 0.27897 -0.13164 -0.359 0.107 -0.332
O 3.60392 -2.29997 3.79180 3.270 -0.998 0.253
O 0.59916 2.49606 1.87836 -4.195 0.418 2.342
O 3.95282 -2.02584 -1.44042 -2.085 0.469 0.452
O 1.49591 -1.97101 4.38391 0.685 -1.008 1.620
O -1.82765 0.89368 1.01247 -3.624 0.792 -1.684
O 2.29281 3.86780 1.60238 0.950 1.232 0.377
O -1.04905 1.64815 -3.18679 -0.350 -1.067 -0.204
O 2.66526 -3.12231 0.06585 0.246 0.655 -0.154
O 1.84605 -1.15746 -0.84671 2.708 -2.715 -0.469
O -0.50319 0.14030 5.74773 -0.568 1.232 0.410
O -2.76890 2.25607 -0.52394 1.932 0.550 1.682
O 2.28059 -1.07911 2.66576 0.376 5.430 -8.302
O 1.17781 1.79245 -3.24011 -0.227 -0.094 -0.756
O 0.17811 1.02907 -1.36379 -0.751 1.625 -4.396
O 2.37391 1.80364 0.96591 3.203 -2.605 -1.880
O -1.25496 -4.20394 1.53575 -0.387 -0.945 -0.733
O -0.67373 -2.24777 0.55153 0.237 -0.418 -4.432
C -2.74550 1.10972 0.22125 4.361 0.074 1.737
C -4.00224 2.38288 -1.07713 -1.603 -0.961 -1.502
C 0.10097 1.44390 -2.53277 1.381 -1.702 6.047
C -0.73731 1.74261 -4.52784 -0.261 2.225 -1.000
C -0.94647 -2.90576 1.56009 0.700 3.751 4.536
C 1.73746 2.67098 1.51295 -1.468 -0.075 -0.278
C -0.34856 0.95995 4.80301 1.943 -0.787 1.106
C 0.71084 2.24824 -4.50142 -0.522 0.137 -0.909
C -5.87124 0.74923 -1.11922 0.466 -0.819 0.688
C 4.59908 -3.24114 -1.14129 0.358 -0.214 -0.671
C -4.32796 0.90205 -1.24716 -3.387 0.508 -0.449
C 3.93396 -3.74132 0.11264 -0.140 -0.375 -2.381
C 2.43811 -1.76474 3.60513 -6.039 -2.706 6.463
C 2.69957 -2.02623 -0.77384 0.084 1.437 0.611
H 5.67348 -3.11566 -1.00702 -0.133 0.369 0.155
H -1.48229 2.41733 -4.94957 0.242 0.183 -0.159
H 3.97932 -1.78321 3.07512 1.678 -0.359 -0.419
H -6.43893 1.52397 -1.63459 0.206 -0.126 -0.295
H -6.27554 -0.24518 -1.30840 0.237 0.007 -0.707
H 4.47552 -3.96370 -1.94796 -0.243 0.062 -0.247
H 3.10857 3.49255 1.26282 1.499 1.224 -0.291
H -4.73565 2.91413 -0.47052 0.108 -0.027 0.490
H 3.84612 -4.82133 -0.00547 -0.436 -0.050 0.962
H -3.90604 0.54415 -2.18629 0.028 -0.319 0.151
H -6.11672 0.83487 -0.06069 0.200 0.461 0.176
H 0.78299 3.33394 -4.56602 -0.178 0.053 0.245
H -4.01440 2.86902 -2.05265 0.497 0.095 -0.005
H -1.32610 -4.36171 0.59147 0.008 -0.505 -0.319
H 0.15234 2.37960 3.94871 0.569 1.254 -1.295
H 1.22985 1.85537 -5.37571 0.387 -0.375 0.458
```
Positions in Å, forces in eV/Å.

Output
Multiplicity: 2
Highest occupied orbital energy (spin up / spin down), eV: -3.65 / -3.55
Expectation value of S²: 0.7579
Kohn-Sham gap (spin up / spin down), Eh: 0.196 / 0.173
Total charge: -1

Formula: C14H16F3N3O3S
Source: OMol25
Level of theory: the ωB97M-V functional and the def2-TZVPD basis

Geometry as XYZ:
```
40
Properties=species:S:1:pos:R:3:forces:R:3
S -1.14166 -4.21186 -2.24741 -5.219 6.461 -5.075
F 1.12847 5.98004 -0.64236 4.917 3.097 -8.213
F -0.65080 6.59050 0.49494 1.089 -1.637 -1.264
F 1.09619 5.94253 1.39266 4.865 1.816 6.057
O -2.09629 -3.37726 -3.31793 4.157 -2.612 4.046
O -1.14096 -5.58508 -2.48334 0.996 -3.782 -0.207
O 2.19319 -3.46513 2.46748 3.565 -6.232 1.987
N 1.00633 -0.38051 1.41139 1.396 1.693 -0.977
N -0.07880 -2.59011 0.27910 -4.761 2.562 -0.613
N 1.90678 -1.44835 1.92285 0.925 8.010 -1.981
C -1.13890 3.92832 -0.08706 -3.432 -5.942 -1.032
C -1.40324 -2.44707 -0.36388 -3.185 0.175 5.147
C 0.61982 -3.39633 -0.51375 4.334 -4.626 -4.788
C 0.69264 3.34375 0.91122 14.529 -10.727 6.864
C 0.01129 -2.79675 1.75339 4.924 -7.727 -7.323
C 0.13350 4.23320 0.37317 -8.186 10.108 -5.321
C 0.41017 1.96895 0.85243 13.368 3.183 4.503
C -0.65490 1.58140 0.56274 -17.536 -1.439 -7.753
C 0.65818 -3.35845 -2.15478 -10.002 7.349 4.911
C -1.64673 2.51874 -0.12112 3.023 3.477 1.536
C 1.46823 -2.73783 1.96626 -1.884 6.477 1.092
C 0.56775 5.66335 0.33778 -9.686 -2.496 3.958
C -1.96834 -3.84208 -0.69217 -0.314 5.797 -4.720
C 1.40812 0.89004 1.12624 1.570 -3.706 5.276
H 2.35453 1.20004 1.74626 -0.953 -0.260 -1.899
H -1.90746 -4.59302 -0.11648 1.872 -5.269 5.041
H 1.97112 3.39321 1.28486 -3.820 0.625 -0.863
H -1.61226 -1.73576 -1.21768 0.947 -0.718 0.999
H -0.12351 -3.86185 1.97584 -0.932 -0.129 0.165
H -0.58760 -2.24109 2.19294 -4.961 5.522 4.329
H 0.17562 -2.28018 -2.62544 2.266 -3.011 1.063
H -0.90037 0.61081 0.40729 -0.545 -3.038 0.126
H 2.87928 -0.98439 2.11717 -2.076 -2.336 -0.315
H -1.87527 4.61089 -0.32727 -0.831 1.801 -0.932
H 1.56820 -3.16984 -0.32881 4.825 0.751 0.835
H -3.04911 -3.82510 -0.77108 -0.226 0.453 -1.314
H -2.07282 -2.11300 0.58821 1.048 -0.130 -2.476
H -2.62218 2.30213 -0.66417 1.466 0.018 1.270
H 1.07243 -3.97742 -2.75912 3.855 -3.871 -3.393
H 0.75426 -4.52358 -0.48374 -1.390 0.315 1.255
```
Positions in Å, forces in eV/Å.

Output
Highest occupied orbital energy, eV: -9.15
SMILES: O=C(CN1CCS(=O)(=O)CC1)N/N=C/c1cccc(C(F)(F)F)c1
Kohn-Sham gap, Eh: 0.319
Total charge: 0

Formula: C14H16FN2
Source: OMol25
Level of theory: the ωB97M-V functional and the def2-TZVPD basis

Geometry as XYZ:
```
33
Properties=species:S:1:pos:R:3:forces:R:3
F 3.29534 2.15840 2.14099 -0.457 -1.458 0.121
N -1.49957 -0.96224 -1.29821 -0.416 -1.532 1.954
N -0.47675 -0.81140 -0.31197 3.344 1.546 -1.065
C 3.78185 -0.16622 2.13805 0.229 -0.349 0.652
C 1.47211 0.64384 2.01155 0.920 -0.171 -0.634
C 1.92335 -1.72756 2.05609 0.401 0.066 -0.640
C -4.02703 -0.60350 2.08115 0.166 -0.121 -0.111
C -1.74524 1.01772 2.08914 -0.436 0.082 -0.564
C 1.02009 -0.67389 1.83231 -0.588 0.193 -0.459
C 3.30116 -1.47436 2.18349 -0.775 0.211 -0.340
C -0.40514 -1.00352 1.31505 -0.489 -1.692 0.428
C -1.63428 -0.35744 1.85493 -0.196 -0.259 0.501
C -3.02151 1.58841 2.16005 0.469 -0.083 -0.058
C 2.85853 0.85043 2.12580 -0.752 1.477 -0.163
C -4.15478 0.78365 2.09998 -0.080 0.012 0.501
C -1.85846 0.10764 -2.16124 -0.826 1.083 -0.880
C -2.76497 -1.17994 1.97419 -0.009 0.269 -0.532
H 0.34285 -1.37493 -0.61676 -0.359 0.380 0.179
H -5.14102 1.23882 2.17081 0.201 -0.111 -0.162
H -0.86876 1.66429 2.13849 -0.583 -0.208 -0.111
H -1.94494 1.05399 -1.62811 0.019 -0.088 0.162
H 4.84510 0.05840 2.23044 -0.324 -0.044 -0.185
H -3.09953 2.67253 2.20418 -0.113 -0.234 0.186
H -1.42836 -1.87138 -1.73330 0.058 0.097 0.182
H -4.90118 -1.24775 2.07613 0.067 0.172 0.147
H -2.64675 -2.26727 1.89365 -0.133 0.462 -0.009
H -0.50142 -2.11082 1.27913 -0.095 0.666 0.783
H 1.57342 -2.75931 2.05145 0.049 0.215 -0.108
H -2.86442 -0.12117 -2.53847 0.149 0.091 0.254
H -0.10633 0.15568 -0.36202 -0.330 -0.315 -0.407
H 3.99666 -2.30154 2.20775 -0.034 -0.010 0.238
H 0.82096 1.50891 1.96584 0.400 -0.174 -0.121
H -1.26470 0.27014 -3.06622 0.521 -0.170 0.261
```
Positions in Å, forces in eV/Å.

Output
Highest occupied orbital energy, eV: -12.67
SMILES: CN[NH2+][C@H](c1ccccc1)c1cccc(F)c1
Kohn-Sham gap, Eh: 0.348
Total charge: +1